(1)
C32H45BF4N5O4S2V as an isolated structure at a distorted geometry. Source: OMol25; level of theory: ωB97M-V/def2-TZVPD.

## Properties
- lowest unoccupied orbital energy (spin up / spin down) (eV) = 0.05 / 0.28
- 2S+1 = 3
- Kohn-Sham gap (spin up / spin down) (eV) = 8.671 / 9.063
- strongest force on any atom (eV/A) = 2.69
- HOMO (spin up / spin down) (eV) = -8.622 / -8.778

XYZ file:
```
94
Properties=species:S:1:pos:R:3:mulliken_charge:R:1
V -0.612 1.131 0.052 0.802
C -2.609 3.673 2.689 -1.750
C -1.825 3.811 1.393 1.819
C -1.570 5.273 1.074 -1.757
O -0.577 3.069 1.548 -0.628
C -2.650 3.133 0.282 -0.045
O -3.608 3.648 -0.226 -0.626
O -2.232 1.900 0.022 -0.382
H -2.025 4.083 3.515 0.456
H -2.838 2.626 2.901 0.338
H -3.550 4.218 2.599 0.379
H -0.978 5.726 1.873 0.451
H -2.526 5.787 0.995 0.376
H -1.047 5.389 0.127 0.329
H 0.096 3.481 0.980 0.319
O 1.112 0.834 0.912 -0.532
S 2.212 -0.133 1.403 0.120
C 1.828 -1.677 0.551 -0.461
C 2.713 -2.878 0.791 0.587
C 2.202 -4.135 0.480 -0.322
C 2.979 -5.273 0.633 -0.655
C 4.281 -5.166 1.108 -0.480
C 4.801 -3.916 1.408 -0.796
C 4.027 -2.776 1.239 -0.315
C 1.736 -0.360 3.171 -0.157
C 1.943 -1.667 3.867 0.029
C 3.064 -1.868 4.668 -0.498
C 3.247 -3.070 5.335 -0.648
C 2.304 -4.083 5.210 -0.505
C 1.172 -3.881 4.428 -0.770
C 0.994 -2.679 3.762 0.521
H 1.937 -1.367 -0.491 0.704
H 0.778 -1.871 0.762 -0.217
H 1.181 -4.219 0.114 0.415
H 2.567 -6.244 0.387 0.400
H 4.888 -6.055 1.239 0.411
H 5.815 -3.826 1.779 0.399
H 4.454 -1.798 1.444 0.420
H 0.689 -0.077 3.159 -0.309
H 2.320 0.425 3.653 0.655
H 3.795 -1.070 4.779 0.396
H 4.126 -3.215 5.953 0.405
H 2.441 -5.020 5.739 0.412
H 0.426 -4.663 4.341 0.459
H 0.100 -2.517 3.161 0.125
C 0.658 1.906 -5.174 -1.021
N 0.092 2.554 -3.993 -0.089
C 0.731 3.220 -3.033 0.540
S -0.048 3.456 -1.506 -0.487
N 1.879 3.846 -3.253 -0.033
C 2.620 4.012 -4.501 -0.993
H 0.080 1.002 -5.360 0.168
H 1.687 1.615 -5.004 0.342
H 0.590 2.532 -6.064 0.370
H -0.816 2.210 -3.693 0.296
H 2.331 4.145 -2.408 0.261
H 1.933 4.104 -5.338 0.344
H 3.307 3.188 -4.674 0.284
H 3.186 4.938 -4.431 0.373
C -2.424 -0.817 -4.363 -1.569
C -3.021 0.098 -3.299 1.170
C -3.925 1.144 -3.939 -1.833
C -3.824 -0.722 -2.276 -1.491
N -1.936 0.880 -2.668 0.232
N -1.099 0.134 -1.757 0.104
H -3.199 -1.458 -4.790 0.489
H -1.650 -1.468 -3.941 0.215
H -1.979 -0.227 -5.170 0.318
H -4.690 0.658 -4.547 0.455
H -3.342 1.812 -4.579 0.345
H -4.418 1.749 -3.171 0.420
H -4.802 -0.975 -2.688 0.553
H -3.976 -0.151 -1.356 0.241
H -3.335 -1.669 -2.025 0.371
H -2.351 1.620 -2.119 0.280
H -0.206 -0.028 -2.222 0.223
H -1.525 -0.763 -1.570 0.034
N -4.095 -3.715 4.593 -0.563
C -3.575 -2.989 3.867 -0.250
C -2.906 -2.095 2.951 0.349
C -2.471 -0.839 3.367 -1.218
C -1.795 -0.018 2.478 -0.762
C -1.511 -0.385 1.149 1.654
C -1.962 -1.658 0.781 0.249
C -2.649 -2.501 1.646 -1.428
H -2.659 -0.521 4.386 0.489
H -1.459 0.951 2.838 0.977
H -1.770 -2.061 -0.211 0.543
H -2.976 -3.480 1.317 0.495
F 1.735 0.506 -1.871 -0.389
B 3.171 0.834 -1.810 0.060
F 3.807 -0.264 -1.197 -0.292
F 3.642 0.990 -3.129 -0.338
F 3.361 2.000 -1.055 -0.363
```


(2)
A 2-piece molecular cluster, C6H10O overall at a distorted geometry. Source: OMol25; level of theory: ωB97M-V/def2-TZVPD.

## Properties
- lowest unoccupied orbital energy (eV) = 0.79
- Kohn-Sham gap (eV) = 8.932
- strongest force on any atom (eV/A) = 1.30
- HOMO (eV) = -8.138

XYZ file:
```
17
Properties=species:S:1:pos:R:3:mulliken_charge:R:1
C 0.378 -1.239 -1.855 -0.724
O 0.996 -0.130 -1.190 -0.328
C 0.536 0.200 0.053 0.809
C -1.413 0.868 0.556 -1.107
C 1.426 1.281 0.627 -1.375
C -0.118 -0.792 0.774 -0.100
C -0.549 -1.839 1.282 -0.429
H -0.700 -1.093 -1.767 0.342
H 0.709 -1.167 -2.894 0.264
H 0.624 -2.233 -1.444 0.299
H -1.709 1.468 -0.323 0.331
H -1.315 1.447 1.498 0.367
H -2.246 0.166 0.802 0.348
H 1.101 1.564 1.627 0.328
H 1.348 2.142 -0.040 0.356
H 2.496 1.017 0.668 0.373
H -1.564 -1.661 1.626 0.246
```


(3)
C29H29N3PdSi as an isolated structure at a distorted geometry. Source: OMol25; level of theory: ωB97M-V/def2-TZVPD.

## Properties
- lowest unoccupied orbital energy (spin up / spin down) (eV) = -0.36 / -0.38
- 2S+1 = 3
- Kohn-Sham gap (spin up / spin down) (eV) = 5.885 / 7.599
- strongest force on any atom (eV/A) = 1.48
- HOMO (spin up / spin down) (eV) = -6.246 / -7.978

XYZ file:
```
63
Properties=species:S:1:pos:R:3:mulliken_charge:R:1
C 3.295 -1.946 -0.028 -0.632
C 2.046 -2.425 -0.495 -0.157
C 1.679 -1.664 -1.652 -0.597
H 1.484 -3.250 -0.072 0.569
C 2.752 -0.748 -1.930 -0.787
C 3.750 -0.930 -0.926 -0.302
H 4.705 -0.414 -0.885 0.669
H 3.853 -2.350 0.813 0.402
H 0.764 -1.789 -2.237 0.477
H 2.823 -0.064 -2.778 0.447
Pd 1.802 -0.149 0.015 -0.549
C 0.500 1.298 -0.759 -0.782
H 0.922 1.855 -1.601 0.432
H 0.130 1.913 0.067 0.651
H -0.171 0.515 -1.135 -0.165
Si -2.576 1.590 -0.813 0.609
C -3.978 0.575 -0.121 0.203
C -3.906 -0.821 -0.301 0.049
H -3.095 -1.263 -0.897 0.359
C -4.849 -1.652 0.311 -0.724
H -4.805 -2.730 0.149 0.396
C -5.847 -1.098 1.119 -0.455
H -6.580 -1.749 1.600 0.368
C -5.899 0.288 1.310 -0.463
H -6.684 0.712 1.929 0.378
C -4.954 1.128 0.713 -0.534
H -4.950 2.206 0.885 0.328
C -2.750 1.526 -2.671 0.372
C -3.987 1.161 -3.248 -0.189
H -4.865 0.987 -2.609 0.345
C -4.108 0.989 -4.637 -0.549
H -5.070 0.684 -5.062 0.360
C -3.003 1.192 -5.469 -0.405
H -3.090 1.019 -6.542 0.368
C -1.796 1.625 -4.911 -0.583
H -0.946 1.810 -5.565 0.373
C -1.674 1.814 -3.530 -0.351
H -0.737 2.169 -3.097 0.306
H -1.611 0.755 -0.070 -0.227
H -2.303 3.023 -0.380 -0.239
C 6.589 1.873 2.261 -0.461
C 5.897 2.032 1.058 -0.681
C 4.613 1.517 0.915 -0.276
C 4.032 0.816 1.988 0.251
C 4.708 0.681 3.212 -0.361
C 5.993 1.202 3.342 -0.562
N 2.781 0.189 1.874 0.418
N 2.354 -0.387 2.975 -0.571
C 1.185 -1.095 2.791 0.023
C 0.594 -1.791 3.875 -0.660
C -0.550 -2.545 3.645 -0.305
C -1.030 -2.647 2.316 -0.923
C -0.372 -1.975 1.295 -0.141
N 0.651 -1.147 1.548 0.642
H 7.608 2.261 2.347 0.348
H 6.359 2.557 0.227 0.366
H 4.060 1.593 -0.028 0.608
H 4.214 0.124 4.008 0.391
H 6.536 1.086 4.280 0.354
H 1.124 -1.700 4.820 0.498
H -1.060 -3.069 4.465 0.362
H -1.896 -3.258 2.052 0.405
H -0.659 -2.108 0.245 0.506
```


(4)
C21H34IrN6 as an isolated structure at a distorted geometry. Source: OMol25; level of theory: ωB97M-V/def2-TZVPD.

## Properties
- lowest unoccupied orbital energy (spin up / spin down) (eV) = -7.53 / -7.38
- 2S+1 = 2
- Kohn-Sham gap (spin up / spin down) (eV) = 5.626 / 5.892
- strongest force on any atom (eV/A) = 1.20
- charge = +2
- HOMO (spin up / spin down) (eV) = -13.155 / -13.269

XYZ file:
```
62
Properties=species:S:1:pos:R:3:mulliken_charge:R:1
Ir -0.491 -0.847 0.340 0.466
C 0.303 -2.708 1.324 -0.716
C 0.979 -2.678 0.071 -0.253
C 0.046 -2.904 -0.970 -0.544
C -1.214 -3.050 -0.373 -0.413
C -1.065 -2.938 1.050 -0.375
H 0.751 -2.636 2.299 0.661
H 2.026 -2.462 -0.074 0.621
H 0.261 -2.909 -2.026 0.424
H -2.135 -3.213 -0.911 0.409
H -1.844 -3.044 1.787 0.355
C -5.323 -1.418 1.099 -1.094
N -4.816 -0.051 1.005 0.115
C -5.776 1.057 1.039 -0.985
C -3.524 0.147 0.715 0.475
N -2.684 -0.805 0.419 -0.548
N -3.093 1.459 0.741 -0.121
C -1.947 1.917 0.147 0.648
N -1.854 3.251 0.023 -0.423
N -1.009 1.109 -0.235 -0.229
H -6.285 -1.400 1.600 0.342
H -4.653 -2.028 1.707 0.387
H -5.453 -1.873 0.114 0.366
H -6.769 0.643 1.178 0.290
H -5.774 1.616 0.102 0.403
H -5.594 1.726 1.883 0.350
H -3.161 -1.681 0.280 0.099
H -3.725 2.146 1.119 0.211
H -2.647 3.856 0.155 0.189
H -1.024 3.669 -0.362 0.223
H -0.235 1.584 -0.689 -0.044
C 1.281 0.045 -4.524 -1.639
C 2.018 0.143 -3.216 -0.292
C 3.395 0.303 -3.180 -0.756
C 4.080 0.383 -1.971 -0.311
C 5.576 0.536 -1.939 -1.645
C 3.369 0.312 -0.781 -0.924
C 1.973 0.163 -0.768 1.923
C 1.321 0.072 -2.015 -0.516
N 1.231 0.015 0.421 1.142
C 1.719 0.549 1.743 1.087
C 2.859 -0.308 2.312 -1.347
C 0.573 0.523 2.764 -1.801
C 2.119 2.027 1.616 -1.535
H 1.947 0.222 -5.365 0.411
H 0.472 0.775 -4.576 0.356
H 0.841 -0.945 -4.652 0.329
H 3.950 0.361 -4.109 0.349
H 5.997 0.510 -2.941 0.412
H 6.037 -0.263 -1.358 0.370
H 5.859 1.484 -1.479 0.347
H 3.936 0.341 0.133 0.615
H 0.245 -0.039 -2.066 0.782
H 2.508 -1.304 2.578 0.254
H 3.223 0.156 3.229 0.512
H 3.705 -0.422 1.640 0.248
H 0.156 -0.474 2.920 0.399
H -0.231 1.208 2.485 0.326
H 0.964 0.857 3.725 0.539
H 3.069 2.199 1.126 0.341
H 2.183 2.457 2.616 0.509
H 1.352 2.581 1.069 0.231
```


(5)
A 2-piece molecular cluster, C7H10BrN overall at a distorted geometry. Source: OMol25; level of theory: ωB97M-V/def2-TZVPD.

## Properties
- lowest unoccupied orbital energy (eV) = 0.84
- Kohn-Sham gap (eV) = 8.417
- strongest force on any atom (eV/A) = 3.98
- HOMO (eV) = -7.576

XYZ file:
```
19
Properties=species:S:1:pos:R:3:mulliken_charge:R:1
C 2.901 -1.207 -1.827 -0.444
C 3.051 -1.000 -0.530 -0.204
C -0.397 0.552 -0.286 -0.361
C -1.714 -0.334 1.703 -0.570
C -2.372 -1.109 0.619 -0.470
C -0.962 -0.559 0.408 0.193
C -0.831 2.969 -0.375 -0.448
N -0.656 1.744 -0.232 -0.017
Br 4.200 0.161 0.471 -0.110
H 3.687 -0.727 -2.445 0.226
H 2.149 -1.827 -2.341 0.259
H -1.972 0.644 1.732 0.270
H -1.563 -0.870 2.688 0.239
H -2.485 -2.146 0.639 0.301
H -3.087 -0.658 -0.085 0.214
H -0.097 -1.210 0.571 0.145
H -0.717 3.692 0.461 0.206
H -1.367 3.438 -1.087 0.311
H 2.233 -1.554 -0.083 0.258
```


(6)
A single C5H7N molecule. Source: OMol25; level of theory: ωB97M-V/def2-TZVPD.

## Properties
- lowest unoccupied orbital energy (eV) = 0.99
- Kohn-Sham gap (eV) = 9.971
- strongest force on any atom (eV/A) = 0.68
- SMILES string = C#CC(=C)NC
- HOMO (eV) = -8.979

XYZ file:
```
13
Properties=species:S:1:pos:R:3:mulliken_charge:R:1
C 2.382 -1.040 0.045 0.247
C 1.265 -0.751 0.402 -0.413
C -0.133 -0.471 0.628 -0.150
C -0.696 0.113 1.686 -0.773
N -0.932 -0.519 -0.548 -0.383
C -0.722 0.832 -1.143 -0.779
H 3.383 -1.293 -0.228 0.406
H -1.779 0.177 1.680 0.340
H -0.144 0.645 2.444 0.285
H -0.651 -1.286 -1.154 0.316
H -0.361 0.791 -2.172 0.321
H 0.035 1.392 -0.569 0.306
H -1.649 1.409 -1.071 0.279
```


(7)
C2H4ClN as an isolated structure at a distorted geometry. Source: OMol25; level of theory: ωB97M-V/def2-TZVPD.

## Properties
- lowest unoccupied orbital energy (eV) = 1.14
- Kohn-Sham gap (eV) = 10.410
- strongest force on any atom (eV/A) = 5.78
- HOMO (eV) = -9.272

XYZ file:
```
8
Properties=species:S:1:pos:R:3:mulliken_charge:R:1
C -0.602 0.305 -0.482 -0.105
C 0.723 -0.686 0.619 -0.448
N -0.486 1.552 -0.596 -0.503
Cl -0.081 -1.889 1.572 -0.168
H -1.240 -0.324 -0.955 0.399
H 1.384 -1.178 -0.090 0.286
H 1.373 0.124 1.082 0.291
H -1.072 2.096 -1.151 0.248
```


Number 1: E_tot -108467.594 eV. Number 2: E_tot -8425.783 eV. Number 3: E_tot -46366.172 eV. Number 4: E_tot -34093.104 eV. Number 5: E_tot -78947.898 eV. Number 6: E_tot -6785.225 eV. Number 7: E_tot -16148.905 eV.